ORCA calculation (ωB97M-V/def2-TZVPD) on a structure of composition C14H14BrN3S2Zn in a non-equilibrium geometry.

Electronic energy in eV: -159333.94457
Multiplicity: 1
Net charge: +2
Orbital gap in eV: 8.77
Max |F| in eV Å⁻¹: 1.33
LUMO in eV: -6.18

The geometry in XYZ format:
```
35
Properties=species:S:1:pos:R:3:forces:R:3
Zn 0.308 -0.376 -1.070 0.4 -0.4 0.4
C 0.270 -0.591 4.583 -0.3 0.0 0.2
C 0.922 -0.801 3.266 0.4 -0.1 -0.5
C 2.228 -1.295 3.178 -0.4 0.2 -0.2
C 2.811 -1.519 1.940 0.0 0.0 -0.4
C 2.059 -1.224 0.822 0.1 0.0 0.3
Br 2.701 -1.508 -0.965 -0.3 0.1 0.3
N 0.821 -0.718 0.868 0.6 -0.4 -0.3
C 0.266 -0.519 2.068 0.0 0.1 0.4
H 1.014 -0.474 5.366 0.0 0.1 0.0
H -0.339 -1.459 4.840 0.0 0.0 0.0
H -0.387 0.276 4.573 0.0 0.1 0.0
H 2.789 -1.491 4.081 0.0 -0.1 0.0
H 3.813 -1.909 1.846 0.0 0.0 0.0
H -0.733 -0.104 2.067 -0.1 0.0 0.0
C -2.305 -2.965 -1.824 0.0 -0.4 0.1
C -2.497 -1.502 -1.826 -0.4 0.4 0.0
N -1.552 -0.594 -1.673 -0.2 -0.2 -0.1
C -2.030 0.700 -1.785 -1.3 0.0 -0.3
C -3.378 0.761 -1.990 0.4 -0.2 0.1
S -4.053 -0.810 -2.073 0.8 0.1 0.1
C -1.075 1.795 -1.792 0.0 1.2 -0.2
C -1.303 3.120 -2.029 0.2 -0.4 0.1
S 0.168 3.988 -2.121 0.0 -0.8 0.1
C 1.044 2.545 -1.822 -0.3 0.2 0.0
N 0.264 1.495 -1.652 0.1 0.3 -0.2
C 2.521 2.507 -1.789 0.3 0.0 0.0
H -1.258 -3.242 -1.724 0.0 0.1 0.0
H -2.696 -3.398 -2.746 0.1 0.0 0.0
H -2.869 -3.422 -1.011 0.0 0.0 0.1
H -4.000 1.626 -2.102 -0.1 0.2 -0.1
H -2.241 3.617 -2.163 -0.3 0.1 -0.1
H 2.927 3.498 -1.985 0.1 -0.1 0.0
H 2.906 1.819 -2.546 -0.1 0.1 0.0
H 2.881 2.175 -0.813 0.0 0.0 0.0
```
Forces are in eV/Å.

***

ORCA calculation (ωB97M-V/def2-TZVPD) on a structure of composition C20H28N2O5 in a non-equilibrium geometry.

Electronic energy in eV: -34393.49140
ΔE to the lowest compared entry with this formula, charge and spin in kJ/mol: 2058.74
Multiplicity: 1
Orbital gap in eV: 8.01
Max |F| in eV Å⁻¹: 16.49
LUMO in eV: 0.09

The geometry in XYZ format:
```
55
Properties=species:S:1:pos:R:3:forces:R:3
C 2.161 4.246 1.567 5.5 -6.3 -3.0
C 1.374 3.026 1.239 -3.9 -0.8 0.0
H 0.430 3.435 0.767 0.9 -1.1 0.5
H 1.092 2.456 2.143 0.4 0.0 -0.7
O 1.878 1.912 0.225 1.9 -0.2 14.2
C 1.706 2.223 -0.881 2.5 -2.2 -10.0
O 1.084 3.101 -1.271 -4.0 6.1 -3.3
C 2.493 1.274 -1.849 1.9 0.6 4.4
N 2.687 0.060 -1.076 3.2 -5.4 2.2
C 4.062 -0.352 -0.693 -2.0 10.8 -5.1
O 4.912 0.567 -1.012 -1.2 -4.6 1.7
C 4.094 -1.555 -0.077 4.8 -9.6 4.7
C 4.251 -2.913 -1.180 -2.4 11.3 -2.1
H 5.065 -2.445 -1.721 -0.2 -0.9 -1.0
H 4.364 -3.723 -0.738 1.5 -7.1 4.3
H 3.219 -2.774 -1.494 0.3 -0.6 -1.4
C 5.528 -1.810 0.885 -1.6 14.3 -6.5
H 5.373 -0.992 1.733 0.5 -1.5 -1.7
H 6.422 -1.245 0.129 -2.3 -2.4 2.6
H 5.646 -2.591 1.358 1.2 -8.6 3.6
O 3.099 -1.929 0.857 -0.4 0.4 1.8
C 1.772 -1.550 0.676 9.1 2.0 -5.2
C 0.820 -2.202 1.164 -9.5 -5.2 5.5
C -0.536 -1.996 0.893 10.7 9.4 -7.7
C -0.722 -0.940 -0.520 -1.3 -6.2 10.1
C 0.430 -0.418 -0.881 -3.0 2.8 -4.1
C 1.661 -0.867 -0.471 0.0 6.6 -3.0
H 0.154 0.437 -1.675 1.5 -1.9 1.4
C -2.169 -0.831 -0.682 10.9 2.9 -12.0
O -2.236 -0.513 -1.882 -2.1 0.2 -2.3
N -3.056 -0.777 0.083 -8.0 -0.5 8.8
H -2.831 -1.108 0.958 0.6 -0.5 2.7
C -4.450 -0.559 -0.077 -2.1 1.4 4.2
C -5.242 -0.991 1.192 0.1 11.9 1.0
H -4.841 -0.333 2.029 0.1 -1.3 -0.2
H -6.230 -0.412 1.142 0.8 -2.1 -0.3
H -5.117 -1.909 1.312 0.0 -8.0 1.7
C -5.012 -1.520 -0.918 -2.8 1.7 -10.0
H -4.909 -2.533 -0.861 0.0 -2.7 1.7
H -6.180 -1.219 -1.272 3.2 -1.0 1.1
H -4.378 -1.461 -1.945 -1.7 0.3 1.5
C -4.788 0.933 -0.322 10.3 -7.3 -6.7
C -4.180 1.851 0.437 5.9 4.1 1.6
H -3.080 1.554 0.632 -1.7 0.3 0.3
H -4.728 1.961 1.278 -1.2 1.0 3.5
H -4.004 2.821 -0.044 -0.6 0.0 0.1
H -5.629 0.943 -0.676 -9.5 0.9 -3.3
H -4.008 0.814 -1.481 -2.5 1.1 2.6
H -1.254 -2.509 1.067 -8.5 -6.6 2.9
H 0.911 -2.981 1.920 1.0 0.1 0.0
H 2.012 1.109 -2.712 -1.8 -0.5 -3.2
H 3.532 1.698 -2.015 -1.3 -0.5 0.2
H 1.824 4.972 2.099 -3.0 3.8 4.1
H 3.142 3.848 1.971 -0.8 1.0 -0.1
H 2.382 4.716 0.666 0.7 0.9 -1.9
```
Forces are in eV/Å.

***

ORCA calculation (ωB97M-V/def2-TZVPD) on a cluster of 2 separate species, C6H6N in total in a non-equilibrium geometry.

Electronic energy in eV: -7792.70902
ΔE to the lowest compared entry with this formula, charge and spin in kJ/mol: 678.65
Multiplicity: 1
Net charge: +1
Orbital gap in eV: 6.94
Max |F| in eV Å⁻¹: 6.23
LUMO in eV: -6.79

The geometry in XYZ format:
```
13
Properties=species:S:1:pos:R:3:forces:R:3
C 2.059 0.133 0.184 -1.1 3.9 -0.4
C 1.429 1.245 0.268 4.8 -2.9 0.8
C -0.601 0.246 0.125 -1.7 0.0 0.5
C -1.953 0.391 0.120 2.4 -0.2 -0.3
C 1.410 -1.106 -0.164 1.3 -3.8 0.8
C 0.173 1.462 0.036 -4.3 3.3 -3.0
N 0.072 -0.950 0.356 -0.3 -0.7 -0.1
H -2.572 -0.418 0.173 -1.5 -2.3 0.3
H -2.466 1.288 0.058 -0.3 1.9 -0.2
H 1.544 -1.221 -1.247 -0.3 0.4 -0.3
H 1.936 -2.154 0.130 -1.3 2.5 0.0
H -0.672 2.831 -0.877 2.1 -3.1 2.4
H -0.358 -1.747 0.839 0.2 0.9 -0.4
```
Forces are in eV/Å.

***

One value per record, in order, for highest occupied orbital energy: -14.946 -7.923 -13.728 eV.